Molecular formula: C28H53N3O12S
Method: DFT, ωB97M-V/def2-TZVPD

## Properties
LUMO energy (alpha / beta)   -0.28 / -0.29 eV
Charge   0
Gap between HOMO and LUMO (alpha / beta)   8.095 / 8.899 eV
⟨S²⟩   2.0081
E_tot   -2563.6987 a.u.
Spin multiplicity   3

```
97
Properties=species:S:1:pos:R:3:lowdin_spin:R:1
O -0.26237 -2.42067 -4.09702 0.000
C -0.69949 -2.33559 -3.02881 0.000
O -0.63625 -1.18546 -2.31823 0.000
C 0.29523 -1.26209 -1.22659 0.000
C 1.59455 -0.49365 -1.60882 0.000
C 2.11900 0.43765 -0.50468 0.000
C 3.65913 0.45890 -0.60500 0.000
C 4.35629 -0.87609 -0.24957 0.000
C 4.52157 -1.17465 1.24907 0.000
O 3.48685 -2.02261 1.74927 0.000
O 1.77680 0.08414 0.87970 0.000
S 2.01901 1.46265 1.71928 0.000
O 3.30362 1.55521 2.33369 0.000
O 1.03582 1.74159 2.69565 0.000
O 2.16232 2.53120 0.45400 0.000
C 1.42957 1.82537 -0.61328 0.000
C 1.75659 2.65819 -1.87150 0.000
C 0.59722 2.81406 -2.88414 0.000
O -0.33470 1.74142 -2.90126 0.000
O 0.10437 1.87855 -0.10168 0.000
N -0.29927 3.23577 0.04562 0.000
O -0.92680 3.38394 1.00572 0.000
H -1.21176 -3.22844 -2.62144 0.000
H -0.17427 -0.83783 -0.33692 0.000
H 0.59161 -2.30117 -1.03660 0.000
H 1.41238 0.09396 -2.51208 0.000
H 2.33346 -1.24137 -1.90411 0.000
H 4.13665 1.24737 -0.01787 0.000
H 3.90916 0.67497 -1.65338 0.000
H 3.90804 -1.76309 -0.70813 0.000
H 5.37145 -0.80152 -0.66012 0.000
H 4.65332 -0.28960 1.87763 0.000
H 5.44397 -1.76376 1.35197 0.000
H 2.93788 -1.50365 2.34617 0.000
H 2.66328 2.24864 -2.31889 0.000
H 1.99757 3.66288 -1.51084 0.000
H 1.05510 2.83312 -3.88291 0.000
H 0.08762 3.77606 -2.77080 0.000
H -1.09256 2.06931 -2.39966 0.000
C -5.48763 4.59106 -4.99984 0.002
C -4.84534 4.28652 -3.61737 0.027
C -5.72804 4.82834 -2.48358 0.016
C -5.66277 6.34145 -2.32411 0.001
C -4.21425 6.79025 -2.16560 0.014
C -3.31529 6.30406 -3.30636 0.027
N -3.45638 4.83586 -3.56393 0.362
O -2.80488 4.20395 -2.64310 0.540
C -3.64867 7.11670 -4.57505 0.002
C -1.86516 6.67914 -2.99057 -0.001
C -4.86756 2.75794 -3.51475 -0.001
H -6.47569 5.04366 -4.90120 0.000
H -4.88290 5.24435 -5.62242 0.001
H -5.60378 3.68444 -5.59445 0.000
H -5.42603 4.37185 -1.53479 0.003
H -6.76379 4.52345 -2.64695 0.001
H -6.13352 6.83644 -3.17871 0.000
H -6.23354 6.64242 -1.44290 0.001
H -4.17572 7.88033 -2.10452 0.001
H -3.83332 6.41741 -1.20879 0.003
H -3.11340 6.72546 -5.44245 0.001
H -3.34517 8.15680 -4.45083 0.000
H -4.71227 7.14163 -4.80656 0.000
H -1.52990 6.27686 -2.03457 -0.001
H -1.76177 7.76242 -2.92863 0.000
H -1.18850 6.32357 -3.77080 0.000
H -4.21389 2.30328 -4.26170 0.000
H -5.88067 2.39321 -3.68798 0.000
H -4.56446 2.39915 -2.53129 0.000
C 0.63555 -4.36357 4.09600 0.002
C 1.40523 -5.47942 3.33447 0.026
C 0.64492 -6.81077 3.42236 0.015
C 0.75018 -7.48846 4.78318 0.001
C 2.21534 -7.65460 5.17496 0.014
C 2.99046 -6.33375 5.14023 0.026
N 2.79898 -5.59049 3.85676 0.350
O 3.52843 -6.15922 2.95080 0.558
C 2.54850 -5.47317 6.34268 0.002
C 4.47033 -6.61803 5.40665 -0.001
C 1.36965 -5.03297 1.87021 -0.001
H -0.33172 -4.71069 4.46402 0.000
H 1.18660 -3.95801 4.93983 0.001
H 0.44838 -3.49990 3.45640 0.000
H 1.03028 -7.50269 2.66575 0.003
H -0.40694 -6.65099 3.17491 0.001
H 0.20680 -6.91389 5.53931 0.000
H 0.27255 -8.47018 4.74220 0.001
H 2.27763 -8.09348 6.17374 0.001
H 2.68130 -8.37590 4.49519 0.003
H 2.98955 -4.47578 6.29268 0.001
H 2.88072 -5.92653 7.27753 0.000
H 1.46771 -5.37029 6.42836 0.000
H 4.89061 -7.33182 4.69912 -0.001
H 4.59757 -7.04837 6.40046 0.000
H 5.06068 -5.70089 5.36194 0.000
H 1.94194 -4.11391 1.72613 0.000
H 0.33961 -4.83873 1.56446 0.000
H 1.76150 -5.78928 1.19002 -0.001
```


Molecular formula: C19H30InN
Method: DFT, ωB97M-V/def2-TZVPD

## Properties
LUMO energy (alpha / beta)   -8.60 / -8.54 eV
Charge   +2
Gap between HOMO and LUMO (alpha / beta)   6.005 / 5.757 eV
Energy above the lowest of the compared OMol25 structures with the same formula, charge and spin   84.5 kJ/mol
E_tot   -986.1145 a.u.

```
51
Properties=species:S:1:pos:R:3:mulliken_charge:R:1
C 1.49101 2.18478 -0.47411 -1.124
H 1.92215 2.84666 0.28770 0.608
H 2.19077 2.19781 -1.32332 0.421
H 2.77168 0.81847 0.04658 0.047
C 0.17598 2.82412 -0.93626 0.188
H -0.38537 2.14005 -1.59023 -0.084
H -0.48121 3.00844 -0.07244 0.408
C 0.35471 4.18538 -1.66173 -1.452
H -0.60313 4.64380 -1.91356 0.406
H 0.89059 4.90647 -1.03521 0.367
H 0.89877 4.06410 -2.60465 0.335
C -0.43926 -2.04606 -1.25419 0.466
C -0.83165 -1.04623 -2.15253 0.728
C 0.33861 -0.50934 -2.76979 0.764
C 1.45495 -1.17607 -2.24432 0.026
C 0.97653 -2.11667 -1.27170 0.381
C 1.81596 -3.08006 -0.51604 -1.269
C 2.86917 -0.92133 -2.59113 -1.317
C 0.39437 0.57059 -3.78600 -1.498
C -2.23160 -0.68749 -2.48014 -1.798
C -1.33119 -2.96536 -0.50071 -1.392
In 1.15718 0.07667 0.49344 0.974
H 3.55483 -1.18076 -1.77303 0.294
H 3.14488 -1.53136 -3.45947 0.398
H 3.01524 0.13190 -2.85878 0.341
H 2.82455 -2.68077 -0.31282 0.339
H 1.34361 -3.35973 0.44040 0.347
H 1.94436 -4.01673 -1.09876 0.366
H -2.31303 -2.51895 -0.37933 0.369
H -1.43708 -3.89953 -1.05828 0.370
H -0.92091 -3.19798 0.48321 0.413
H -2.28454 0.31326 -2.93490 0.375
H -2.64928 -1.41439 -3.20154 0.396
H -2.88352 -0.70283 -1.58669 0.397
H 1.15712 1.32046 -3.53881 0.338
H 0.66225 0.14379 -4.76517 0.390
H -0.57499 1.06059 -3.89295 0.329
C -2.09501 -0.06630 6.11728 -1.392
C -1.48610 0.02143 4.76323 1.133
C -0.33281 0.79202 4.61133 -0.774
C 0.23436 0.90783 3.34054 -0.106
N -0.31383 0.30945 2.25171 -0.351
C -1.45118 -0.41636 2.38225 -0.249
C -2.07506 -0.58262 3.63286 -0.745
H -1.38823 -0.53813 6.81445 0.356
H -2.34723 0.91102 6.55736 0.363
H -3.00289 -0.67025 6.02906 0.371
H 0.03885 1.34330 5.48561 0.425
H 1.13284 1.50064 3.13869 0.463
H -1.84894 -0.81835 1.44180 0.497
H -3.04729 -1.07941 3.72112 0.359
```


Molecular formula: CH3NO
Method: DFT, ωB97M-V/def2-TZVPD

## Properties
LUMO energy (alpha / beta)   -0.86 / -0.90 eV
Charge   0
Gap between HOMO and LUMO (alpha / beta)   9.466 / 9.393 eV
Energy above the lowest of the compared OMol25 structures with the same formula, charge and spin   574.1 kJ/mol
E_tot   -169.6889 a.u.

```
6
Properties=species:S:1:pos:R:3:mulliken_charge:R:1
C -0.71471 -0.17447 0.73546 -0.046
N 1.77209 0.80901 -1.33967 -0.216
O 0.10200 0.67827 0.80656 -0.354
H -0.83726 -1.21462 1.35984 0.189
H -1.65091 -0.05351 0.07291 0.212
H 1.32880 -0.04469 -1.63509 0.214
```


Molecular formula: C9H30NNbOSi
Method: DFT, ωB97M-V/def2-TZVPD

## Properties
LUMO energy   -0.90 eV
Charge   0
Gap between HOMO and LUMO   5.597 eV
E_tot   -837.0065 a.u.

```
43
Properties=species:S:1:pos:R:3:mulliken_charge:R:1
C 4.44365 -3.16896 0.22564 -0.775
C 3.77141 -1.84037 -0.12542 -0.924
Nb 2.28773 -1.22795 1.42347 -0.723
Si 0.08369 -2.48981 0.56655 0.733
C 0.41525 -3.71906 -0.84836 -1.193
C -0.78171 -3.44647 1.97244 -1.207
C -1.25078 -1.23634 -0.05924 -0.565
H 3.83383 -4.01858 -0.07392 0.248
H 4.64056 -3.26782 1.29264 0.265
H 5.40518 -3.27381 -0.27908 0.337
H 4.52381 -1.04271 -0.13920 0.442
H 3.36952 -1.87815 -1.14018 0.260
H 1.70451 0.13877 0.27345 0.009
H 1.01468 -0.47252 2.56586 0.007
H 2.51856 -2.58294 2.66435 -0.006
H 3.40095 -0.05964 2.36521 -0.041
H -0.19315 -3.44355 -1.70884 0.334
H 1.45085 -3.73634 -1.17656 0.274
H 0.10689 -4.72202 -0.56174 0.325
H -0.89066 -4.50301 1.72772 0.326
H -1.77163 -3.04428 2.17939 0.333
H -0.18430 -3.38872 2.87679 0.296
H -1.49547 -1.38680 -1.11129 0.398
H -0.86496 -0.22821 0.06541 -0.467
H -2.17691 -1.34237 0.50549 0.405
C -0.36934 3.98207 -0.76667 -1.484
C -1.09538 2.77188 -0.21075 0.350
C -2.15484 2.16969 -1.11903 -0.539
O -3.29489 3.00291 -1.17872 -0.482
C -3.34918 3.94594 -2.24528 -0.652
N -1.82070 3.16120 1.06061 -0.246
H -1.01039 4.86580 -0.79958 0.382
H 0.50711 4.21942 -0.16420 0.428
H -0.02766 3.76610 -1.77588 0.351
H -0.37289 2.01811 0.08542 0.076
H -2.48169 1.21325 -0.70552 0.308
H -1.72967 1.97349 -2.10485 0.477
H -2.78552 3.58213 -3.10614 0.319
H -2.96152 4.92391 -1.95231 0.260
H -4.39424 4.05234 -2.52400 0.265
H -1.23761 3.73034 1.67196 0.363
H -2.11933 2.32860 1.57376 0.354
H -2.66375 3.67448 0.78061 0.377
```


Molecular formula: C28H52Br14O12
Method: DFT, ωB97M-V/def2-TZVPD

## Properties
LUMO energy   0.10 eV
Charge   0
Gap between HOMO and LUMO   10.011 eV
Structure (SMILES)   C[C@H]1COC(=O)O1.C[C@H]1COC(=O)O1.COC(=O)OC.COC(=O)OC.BrCCBr.BrCCBr.BrCCBr.BrCCBr.BrCCBr.BrCCBr.BrCCBr
E_tot   -38037.2263 a.u.

```
106
Properties=species:S:1:pos:R:3:mulliken_charge:R:1
C -3.08093 3.33612 -2.37152 -0.772
C -4.10207 4.28961 -1.82214 0.376
C -5.55633 3.94717 -2.28860 -0.512
O -6.27952 3.95987 -1.05583 -0.359
C -5.46091 4.07297 -0.01871 0.584
O -5.85548 4.09610 1.10751 -0.559
O -4.17697 4.12430 -0.40507 -0.220
H -2.87106 3.59563 -3.41259 0.382
H -3.40953 2.29604 -2.33831 0.390
H -2.15961 3.38480 -1.79066 -0.294
H -3.87004 5.30877 -2.13713 0.308
H -5.63509 2.92590 -2.65385 0.335
H -5.83793 4.72108 -2.99616 0.325
C 1.34881 3.11056 2.37310 -0.092
C 2.16091 4.28028 2.88080 0.351
C 3.42800 4.52430 2.04635 0.141
O 3.45469 5.93986 1.93997 -0.369
C 2.26029 6.46976 2.28890 0.595
O 1.95879 7.60905 2.12756 -0.544
O 1.48109 5.51701 2.82951 -0.407
H 1.18680 3.12845 1.29053 -0.057
H 0.37875 2.90720 2.83458 -0.151
H 1.85428 2.15088 2.54447 0.073
H 2.38467 4.07386 3.93302 0.248
H 3.40562 4.00876 1.08543 -0.214
H 4.30742 4.21003 2.60834 0.276
Br -0.42759 -6.80097 0.36545 -0.209
C 0.35251 -6.42637 -1.40491 -0.615
C 0.40068 -4.93985 -1.64986 -0.036
Br 1.17050 -4.61597 -3.38934 -0.150
H -0.26343 -7.01379 -2.08479 0.411
H 1.31060 -6.93528 -1.49524 0.443
H 1.02093 -4.46911 -0.89013 -0.012
H -0.56803 -4.44719 -1.61474 0.143
Br -0.51137 1.64151 -0.31107 -0.059
C 0.00198 0.02549 0.74405 0.287
C 0.67255 -0.90678 -0.23349 -0.467
Br 1.49569 -2.33288 0.84876 -0.171
H -0.92466 -0.35217 1.15601 -0.101
H 0.66801 0.41559 1.50452 -0.060
H 1.53043 -0.47177 -0.72694 0.171
H -0.01704 -1.31977 -0.95712 0.494
Br -0.24757 3.35373 -5.80238 -0.186
C 1.19382 3.77784 -4.52528 0.056
C 0.69889 3.67565 -3.10870 -0.070
Br 1.95517 4.32344 -1.78438 -0.142
H 1.56213 4.74491 -4.84780 0.514
H 1.99423 3.05480 -4.67484 -0.285
H 0.49900 2.66350 -2.76567 -0.292
H -0.22296 4.23600 -2.96762 0.365
Br -0.61723 2.92863 5.38661 -0.133
C -0.37671 1.09588 6.04393 -0.490
C 0.66187 0.43502 5.17301 -0.206
Br 1.40571 -1.18126 5.92363 -0.146
H -1.36580 0.64821 6.00418 0.323
H -0.06086 1.11224 7.08362 0.444
H 1.49305 1.13066 5.06553 0.214
H 0.32273 0.23271 4.15922 0.050
Br -2.75564 1.73085 2.49783 -0.126
C -4.08879 0.34286 2.27983 -0.663
C -5.47935 0.90981 2.61175 -0.361
Br -6.70572 -0.62991 2.51271 -0.196
H -3.91852 -0.55779 2.86092 0.495
H -4.04545 0.05313 1.23312 0.291
H -5.84717 1.62236 1.88332 0.154
H -5.43177 1.34559 3.60455 0.411
Br -4.04427 -3.34146 -2.13673 -0.152
C -4.62941 -4.01736 -0.38191 -0.531
C -3.43012 -4.34473 0.48356 -0.602
Br -2.25054 -2.76060 0.76373 0.019
H -5.25684 -4.88212 -0.57221 0.433
H -5.21066 -3.25659 0.14137 0.290
H -2.86189 -5.08837 -0.07258 0.169
H -3.65095 -4.63572 1.50315 0.439
Br 3.68091 1.19547 0.18481 -0.039
C 4.54015 1.87672 -1.40985 -0.311
C 5.30367 0.73790 -2.08223 -0.510
Br 6.00840 1.44653 -3.76932 -0.207
H 5.20864 2.68265 -1.11325 0.459
H 3.84029 2.33369 -2.10356 -0.085
H 4.57465 -0.03687 -2.31482 0.296
H 6.12531 0.27379 -1.55040 0.458
C 4.34404 -8.32725 4.00916 -0.654
O 3.52359 -7.59383 3.12539 -0.328
C 2.86796 -6.55536 3.62366 0.693
O 2.99924 -6.12272 4.73271 -0.542
O 2.08160 -6.07235 2.67053 -0.091
C 1.20372 -5.02121 3.08804 -0.394
H 5.07103 -7.64142 4.44837 0.289
H 4.91450 -9.11256 3.51587 0.233
H 3.74271 -8.84342 4.75945 0.283
H 1.80451 -4.26616 3.60641 0.393
H 0.46202 -5.31909 3.82774 0.300
H 0.86705 -4.59721 2.15138 -0.221
C -1.38320 -0.45162 -4.63962 -0.428
O -0.31779 -0.11730 -5.53164 -0.395
C 0.87123 0.19438 -5.00931 0.818
O 1.15943 0.19562 -3.83920 -0.428
O 1.65506 0.52692 -6.01762 -0.355
C 3.06853 0.63554 -5.80098 -0.485
H -1.07444 -0.73053 -3.63651 0.124
H -1.87531 -1.30035 -5.10928 0.257
H -2.02279 0.42787 -4.55478 0.253
H 3.34355 -0.31461 -5.33727 0.345
H 3.34621 1.48572 -5.18724 0.048
H 3.55070 0.65009 -6.77274 0.242
```


Molecular formula: C23H18F6NOS4V
Method: DFT, ωB97M-V/def2-TZVPD

## Properties
LUMO energy (alpha / beta)   2.32 / 2.27 eV
Charge   -1
Gap between HOMO and LUMO (alpha / beta)   6.716 / 6.849 eV
⟨S²⟩   3.7599
Energy above the lowest of the compared OMol25 structures with the same formula, charge and spin   0.0 kJ/mol
E_tot   -4153.2647 a.u.
Spin multiplicity   4

```
54
Properties=species:S:1:pos:R:3:lowdin_spin:R:1
V 0.08177 -0.63949 0.13313 2.759
S 1.20278 2.33476 0.50939 0.005
C 0.77333 2.24121 2.25017 0.001
C 1.64217 2.55241 3.27884 0.000
C 1.26318 2.34380 4.60023 0.000
C 0.01703 1.82186 4.89140 0.000
C -0.87702 1.54813 3.86359 0.001
C -0.51567 1.76521 2.54630 0.003
S -1.66361 1.52427 1.21583 0.026
C -2.48840 -0.07356 1.63261 0.017
C -2.94733 -0.58300 0.29236 0.011
C -4.25726 -0.94190 0.01707 -0.001
C -4.58439 -1.33426 -1.27168 0.010
C -3.61257 -1.32182 -2.25935 -0.001
C -2.32451 -0.94164 -1.91432 0.010
C -1.21291 -0.80009 -2.91891 0.014
S 0.40210 -1.33293 -2.27835 0.032
C 0.12000 -3.09499 -2.23005 0.013
C 0.25736 -3.77445 -3.43954 0.000
C 0.03108 -5.13526 -3.52121 0.004
C -0.32198 -5.81980 -2.35954 0.001
C -0.43635 -5.15405 -1.15717 0.002
C -0.21492 -3.76816 -1.04282 0.008
S -0.33073 -3.03115 0.52769 0.011
N -2.01066 -0.61696 -0.66310 0.014
H 2.61826 2.94775 3.05676 0.000
H 1.95482 2.58455 5.39707 0.000
H -0.27736 1.64675 5.91877 0.000
H -1.87019 1.18446 4.09482 0.000
H -3.34544 0.07142 2.29016 0.002
H -1.79492 -0.77775 2.10171 0.006
H -4.99939 -0.91290 0.80294 0.000
H -5.59736 -1.63332 -1.50893 0.001
H -3.84014 -1.59840 -3.27968 0.000
H -1.08857 0.25943 -3.15850 0.001
H -1.43354 -1.34228 -3.83699 0.001
H 0.55384 -3.21392 -4.31896 0.000
H 0.14009 -5.65495 -4.46387 0.000
H -0.49911 -6.88836 -2.39423 0.000
H -0.69727 -5.69893 -0.25891 0.000
C 4.59348 3.62251 -0.72409 0.000
C 3.20623 3.00175 -0.66502 0.000
O 2.66484 2.58860 -1.80657 0.000
C 2.12957 3.89268 0.04000 0.000
F 2.50127 4.56847 1.16497 0.000
F -0.45363 3.53882 0.54206 0.001
F 1.47600 4.74248 -0.72355 0.000
C 3.02069 1.85403 0.36802 0.001
F 1.24184 -0.42578 1.56015 0.046
F 3.77579 1.94237 1.50593 0.000
F 3.22160 0.62160 -0.11417 0.005
H 4.56346 4.45759 -1.42507 0.000
H 5.28867 2.87712 -1.11239 0.000
H 4.95397 3.97605 0.24501 0.000
```